{"formula": "C5H15NO", "method": "ωB97M-V with the def2-TZVPD basis set", "symbols": ["C", "C", "N", "C", "C", "C", "H", "H", "H", "H", "H", "H", "H", "H", "H", "H", "H", "H", "H", "O", "H", "H"], "coordinates": [[0.4350, -1.2264, 1.6167], [-0.6418, -0.4569, 0.7864], [-0.2390, 0.4600, -0.1671], [-1.1232, 1.0283, -1.1500], [-1.1191, 0.0637, -2.3511], [-0.6113, 2.5280, -1.5403], [0.0799, -2.1567, 2.1103], [0.7251, -0.4911, 2.4096], [1.3882, -1.5692, 1.0325], [-1.1939, -1.3709, 0.1841], [-1.2465, 0.1363, 1.4575], [0.6795, 0.2994, -0.5372], [-2.2179, 0.9325, -0.7101], [-1.9090, 0.0672, -3.1901], [-0.1534, 0.2152, -2.6857], [-1.2662, -0.9816, -2.0315], [-1.2476, 3.3739, -1.1137], [0.3555, 2.6734, -0.9963], [-0.6186, 2.5433, -2.5968], [3.4801, -1.9348, 2.8258], [3.6205, -2.7438, 3.3012], [2.8237, -1.3899, 3.3459]], "forces_ev_per_a": [[1.504, 0.816, -0.369], [-1.390, -4.250, -0.826], [2.322, 2.064, -0.447], [-2.632, 0.204, 0.643], [-2.671, -0.704, -0.333], [-1.291, -0.959, 2.916], [-0.244, 0.813, -0.408], [0.320, -0.823, -0.420], [-1.751, 0.923, 0.834], [0.221, 1.867, 1.708], [-0.945, -0.776, 0.456], [0.296, -0.138, -0.231], [2.103, 0.899, -0.545], [1.196, 1.050, 1.148], [1.998, -0.307, -1.633], [0.482, 0.356, 0.402], [0.423, -1.314, -0.697], [-0.480, -0.261, -1.094], [0.507, 0.565, -1.099], [-1.074, 1.598, 0.296], [-0.037, -0.491, 0.504], [1.143, -1.132, -0.805]], "lowdin_charge": [-0.11, -0.33, -0.14, -0.42, -0.09, -0.04, 0.07, 0.06, 0.10, 0.14, 0.10, 0.11, 0.16, 0.10, 0.04, 0.06, 0.08, 0.07, 0.03, -0.08, 0.02, 0.06], "max_force_ev_per_a": 4.55, "smiles": "CCNC(C)C.O", "lumo_ev": 0.9, "gap_ha": 0.329, "charge": 0, "e_homo_ev": -8.072}

***

{"formula": "C8H18N2O4", "method": "ωB97M-V with the def2-TZVPD basis set", "symbols": ["C", "C", "C", "C", "C", "N", "C", "O", "O", "H", "H", "H", "H", "H", "H", "H", "H", "H", "H", "H", "H", "H", "N", "C", "C", "O", "O", "H", "H", "H", "H", "H"], "coordinates": [[2.9125, 2.2484, -0.6370], [2.4165, 1.0052, 0.1177], [3.4524, 0.5445, 1.1625], [2.0994, -0.1132, -0.8894], [1.5428, -1.4151, -0.3128], [1.0866, -2.3620, -1.3101], [0.4195, -1.1543, 0.6755], [0.5657, -1.1360, 1.8629], [-0.7605, -0.9461, 0.0726], [3.0313, 3.1206, 0.0074], [2.1861, 2.4753, -1.4577], [3.8855, 2.0565, -1.1091], [1.4994, 1.2997, 0.6321], [4.3321, 0.1417, 0.6642], [3.7589, 1.3869, 1.7542], [3.0965, -0.2478, 1.8514], [3.0081, -0.3379, -1.4735], [1.3767, 0.2644, -1.6009], [2.3646, -1.8877, 0.2806], [1.8277, -2.6093, -1.9938], [0.2938, -1.9959, -1.7804], [-1.3844, -0.8109, 0.7827], [-2.3291, 2.3962, -0.3767], [-2.3731, 1.0622, -0.8664], [-2.9608, 0.0796, 0.1560], [-3.2959, 0.4633, 1.2672], [-3.1658, -1.1803, -0.3993], [-1.6473, 2.3546, 0.4782], [-3.2076, 2.6687, 0.0263], [-2.9473, 0.9471, -1.7638], [-1.3662, 0.8596, -1.0980], [-3.2119, -1.0748, -1.2556]], "forces_ev_per_a": [[-0.394, -0.312, -0.734], [0.531, -0.200, 0.072], [-0.532, -0.580, -0.080], [0.130, 0.466, 0.144], [1.131, -0.382, 0.533], [1.233, -0.827, -0.186], [0.923, -0.364, -0.310], [-0.202, 0.143, 0.383], [1.470, -0.352, -0.108], [-0.138, -0.065, 0.013], [0.581, 0.089, 0.633], [-0.152, -0.019, 0.068], [-0.133, -0.122, 0.112], [0.187, 0.047, -0.158], [0.221, 0.394, 0.390], [-0.071, 0.508, -0.426], [-0.198, -0.063, 0.206], [-0.331, 0.181, -0.352], [-0.781, 0.238, -0.336], [-0.799, 0.415, 0.717], [-0.664, 0.244, -0.670], [-0.174, -0.265, 0.816], [1.877, 0.724, 2.110], [-0.699, 0.117, 0.962], [-1.537, 1.154, -0.283], [0.799, -2.023, -1.808], [-0.617, 0.377, 8.592], [-1.693, 0.429, -2.035], [-0.401, 0.134, 0.166], [-0.489, 0.228, -0.747], [0.988, -0.967, -0.436], [-0.067, 0.653, -7.245]], "lowdin_charge": [-0.08, -0.42, -0.07, -0.15, -0.32, 0.06, -0.47, 0.14, 0.07, 0.07, 0.09, 0.08, 0.13, 0.08, 0.07, 0.08, 0.13, 0.11, 0.16, 0.10, 0.05, 0.09, 0.01, -0.23, -0.46, 0.12, 0.14, 0.13, 0.07, 0.12, 0.09, 0.01], "max_force_ev_per_a": 8.62, "smiles": "CC(C)C[C@H](N)C(=O)O.NCC(=O)O", "lumo_ev": 0.5, "gap_ha": 0.369, "charge": 0, "e_homo_ev": -9.555}

***

{"formula": "C33H74N2O19S", "method": "ωB97M-V with the def2-TZVPD basis set", "symbols": ["N", "H", "H", "H", "H", "N", "H", "H", "H", "H", "S", "O", "O", "O", "O", "O", "C", "O", "C", "C", "C", "H", "H", "H", "H", "H", "H", "H", "H", "O", "C", "O", "C", "C", "C", "H", "H", "H", "H", "H", "H", "H", "H", "O", "C", "O", "C", "C", "C", "H", "H", "H", "H", "H", "H", "H", "H", "O", "C", "O", "C", "C", "C", "H", "H", "H", "H", "H", "H", "H", "H", "O", "C", "O", "C", "C", "C", "H", "H", "H", "H", "H", "H", "H", "H", "O", "C", "O", "C", "C", "C", "H", "H", "H", "H", "H", "H", "H", "H", "C", "C", "O", "C", "H", "H", "H", "H", "H", "H", "C", "C", "O", "C", "H", "H", "H", "H", "H", "H", "C", "C", "O", "C", "H", "H", "H", "H", "H", "H"], "coordinates": [[2.5796, -2.9814, -0.4240], [3.2052, -3.6265, 0.0466], [1.7189, -3.3756, -0.4355], [2.6426, -2.9022, -1.4245], [2.6631, -2.0470, -0.2149], [1.0053, -0.3149, -3.3558], [2.0178, -0.4226, -3.1892], [1.2212, -0.0662, -4.2905], [0.7653, 0.6405, -2.8630], [0.4046, -1.0166, -3.1035], [0.5834, -0.6475, 0.0161], [1.7417, -1.2071, -0.7204], [0.3967, 0.7592, -0.2556], [-0.5500, -1.4602, -0.4423], [0.8085, -0.9839, 1.3337], [2.2817, 4.6475, -0.1846], [1.0272, 4.7546, -0.2587], [0.3439, 5.6967, -0.8623], [0.9456, 6.7647, -1.5778], [-0.1648, 7.7605, -1.9239], [0.2100, 3.7526, 0.3599], [1.4006, 6.3922, -2.3977], [1.4803, 7.2611, -0.9605], [-0.7666, 7.6366, -2.7324], [0.3215, 8.5538, -2.1769], [-0.9206, 8.0447, -1.1334], [0.7744, 2.9886, 0.9122], [-0.3156, 3.2848, -0.4101], [-0.4334, 4.3176, 0.9000], [-1.8195, 0.7570, -4.4651], [-1.9193, 1.6075, -3.5804], [-1.7918, 2.8530, -3.7913], [-1.4491, 3.2698, -5.0744], [-1.2253, 4.8322, -5.1262], [-2.3154, 1.3261, -2.2059], [-2.2001, 2.9800, -5.9212], [-0.4219, 2.8225, -5.1807], [-0.9381, 5.2367, -6.3570], [-0.5204, 5.1054, -4.4897], [-2.1036, 5.4490, -4.8054], [-2.2482, 0.2949, -1.7708], [-3.3376, 1.3388, -2.2369], [-1.8265, 2.0503, -1.6326], [4.8095, 0.8879, 2.8805], [3.9458, 0.2665, 2.1917], [3.7005, -1.0451, 2.2518], [4.0402, -1.8173, 3.3507], [3.4841, -3.1425, 3.0727], [3.1417, 0.8843, 1.0155], [3.8727, -1.3122, 4.2155], [5.0210, -1.7933, 3.3475], [3.7365, -3.6372, 2.1936], [2.4044, -3.0332, 3.1125], [3.8598, -3.6640, 4.0854], [2.0333, 0.7472, 0.9685], [3.6295, 0.7514, -0.0018], [3.2365, 2.1054, 1.2819], [1.2376, -6.8116, -1.3058], [1.0202, -5.7811, -0.7750], [1.2217, -5.4877, 0.4894], [1.5187, -6.5137, 1.4393], [1.6631, -5.8243, 2.7119], [0.6332, -4.4587, -1.5758], [2.4544, -6.8505, 1.1407], [0.7273, -7.1675, 1.3289], [0.8473, -5.0417, 2.9622], [2.6788, -5.3862, 2.7435], [1.5828, -6.5415, 3.4210], [-0.1133, -3.7714, -1.3618], [0.1982, -4.9496, -2.5837], [1.3796, -3.7765, -1.6288], [-4.0767, 1.1991, 3.2495], [-3.6940, 1.1558, 1.9927], [-4.5362, 1.3287, 1.0131], [-5.9315, 1.6314, 1.1017], [-6.4505, 1.4542, -0.3280], [-2.1834, 0.8363, 1.7222], [-6.3183, 2.7670, 1.5698], [-6.3898, 1.1124, 1.8587], [-7.4432, 1.4000, -0.5617], [-5.9428, 0.5065, -0.6515], [-5.9488, 2.2219, -0.7662], [-2.1479, 0.6551, 0.5944], [-2.0052, -0.0781, 2.3052], [-1.4006, 1.4751, 2.0074], [1.3482, -1.0172, 5.1903], [1.0309, -0.1154, 4.3671], [1.4557, 1.1290, 4.4146], [2.3600, 1.5177, 5.4367], [2.8937, 2.8319, 5.1254], [0.0799, -0.3096, 3.1320], [3.0817, 0.5545, 5.6435], [1.6605, 1.4431, 6.2055], [3.4687, 3.2568, 6.0469], [2.1875, 3.6466, 5.0911], [3.4857, 2.7376, 4.1216], [-0.1686, -1.4575, 3.2221], [0.6498, -0.1782, 2.1025], [-0.6894, 0.2531, 3.0872], [-1.5165, -3.3203, 2.7693], [-1.8674, -4.7694, 2.6872], [-1.7201, -5.4717, 3.9262], [-2.5491, -5.4716, 1.6097], [-2.0454, -2.4306, 3.2195], [-1.3501, -2.8253, 1.8279], [-0.7051, -2.8869, 3.5813], [-3.6176, -5.3170, 1.5774], [-2.1718, -6.6076, 1.7621], [-2.0434, -5.0378, 0.6267], [-2.9770, -2.8272, -2.4287], [-2.5036, -2.7121, -3.8942], [-1.2179, -3.0070, -4.1700], [-3.4474, -2.2589, -4.9771], [-3.4693, -1.9836, -2.1911], [-2.1132, -2.7288, -1.8433], [-3.6866, -3.6350, -2.4469], [-4.2536, -2.9386, -5.3551], [-2.8006, -1.8054, -5.7433], [-3.8775, -1.2226, -4.8302], [0.9141, 3.4814, -1.8175], [2.1660, 2.7749, -2.2694], [2.3998, 2.5756, -3.5944], [3.0324, 2.0791, -1.1899], [0.2493, 3.4830, -2.7406], [1.3402, 4.4668, -1.4222], [0.3760, 2.9112, -0.8713], [3.9538, 2.5414, -0.8663], [3.2765, 1.0378, -1.4477], [2.6130, 1.9852, -0.3470]], "forces_ev_per_a": [[5.899, -5.908, 0.058], [0.452, -0.393, -0.497], [-3.376, -0.403, 2.341], [1.636, -0.255, -0.509], [0.067, 3.298, 2.301], [3.596, 5.844, 0.826], [-0.567, -0.785, 1.776], [-1.756, 0.074, -2.122], [0.367, -2.313, -0.772], [-1.935, -2.690, 0.515], [-2.898, -2.162, -6.950], [-0.641, 5.155, -3.255], [-0.107, 1.420, -0.152], [-1.056, 0.300, -0.916], [3.509, -4.902, -0.318], [-0.501, 2.434, 2.121], [4.054, 0.661, 2.994], [-2.306, 1.702, 1.567], [-6.393, -1.292, -0.850], [-2.024, -3.218, 3.457], [-0.462, -0.172, 4.084], [1.863, -1.064, -2.741], [4.538, 2.935, 3.938], [-1.611, -1.536, -2.633], [3.019, 5.425, -1.207], [1.354, -0.597, -0.195], [-0.186, 0.550, -0.060], [-4.308, 0.921, 2.134], [-2.426, 1.135, 2.807], [0.292, 0.508, 0.485], [-0.323, -4.393, -1.409], [-0.799, 3.163, 0.662], [1.326, 1.430, -2.941], [-3.578, -0.456, -5.244], [1.307, -2.294, 0.587], [1.407, 0.037, 1.848], [-1.051, 0.246, -0.945], [-0.788, -1.507, 3.972], [3.709, 1.128, 2.524], [0.289, -0.831, -0.553], [1.199, 0.690, -0.803], [-2.992, 1.204, 0.314], [0.031, 0.967, 1.579], [-3.209, -2.396, -1.941], [1.926, 1.662, 0.320], [-1.364, 2.116, -1.634], [-0.998, -0.344, -2.537], [-0.690, -0.408, 5.496], [1.478, 3.373, 2.464], [-1.856, 0.957, 2.809], [5.438, -0.671, -0.006], [1.120, -0.650, -1.370], [-0.234, -0.366, 0.130], [-1.148, 0.048, -2.474], [1.854, -0.169, 0.424], [-0.233, -0.870, 2.773], [0.024, -3.245, -0.635], [-0.013, -1.647, -0.542], [-0.360, 3.459, -0.557], [-0.476, 1.521, 0.036], [-0.107, 2.052, -1.090], [-0.355, 3.336, 0.024], [-2.658, -5.731, -3.152], [1.493, -1.671, -0.478], [-1.305, -1.962, 0.261], [1.398, -1.258, -0.656], [-0.810, -0.081, 0.301], [-0.028, -2.104, 2.720], [-2.230, 0.569, 1.781], [1.696, 1.616, 1.774], [1.698, 0.141, -2.399], [1.258, -0.106, -5.712], [-0.059, 0.661, 7.980], [0.308, 0.659, -1.657], [-1.598, 3.671, 0.680], [3.322, -2.897, 2.135], [-3.626, -1.720, -2.982], [2.113, -2.532, -1.599], [-0.795, -2.196, 1.505], [-2.642, 0.172, 0.005], [-0.658, 0.689, -0.096], [0.970, 2.191, -2.213], [0.512, -0.070, 1.569], [-0.571, 0.176, -0.881], [0.203, 1.652, 0.387], [-0.239, 2.330, -2.024], [-2.137, -2.605, -0.148], [0.536, 0.551, -1.707], [0.440, -4.099, 0.564], [2.896, 1.659, 0.072], [5.533, -3.977, 6.678], [-1.132, 2.773, -0.676], [-0.353, 0.615, 2.532], [-0.030, -1.195, -1.795], [-0.934, -0.205, -0.679], [-0.681, 0.637, 2.074], [0.456, 2.874, -0.550], [-0.836, 1.808, 4.233], [-4.551, 3.623, 1.107], [1.846, 2.544, 1.526], [-0.153, -1.946, 10.233], [-0.489, 3.706, -7.514], [3.499, -1.655, -2.388], [-1.744, -1.695, -0.104], [0.734, -0.263, -0.809], [-0.867, -2.618, -2.047], [-0.191, -0.105, 0.121], [-1.491, 2.531, -0.613], [-1.328, -1.054, 1.549], [1.396, -1.168, -3.646], [5.535, -1.332, -0.135], [-6.655, 1.775, 1.246], [0.241, 2.132, -1.011], [-2.318, 3.069, 0.563], [1.150, -1.187, 1.286], [0.094, -0.749, 0.815], [1.029, 0.427, 0.466], [0.086, -1.419, -0.636], [-0.306, -1.276, 1.222], [1.137, -4.092, -4.970], [1.070, -1.655, -4.875], [-1.189, 0.549, 6.453], [2.233, 1.253, -7.563], [0.582, 0.663, 1.233], [-0.056, -3.376, -5.637], [4.570, -1.043, -6.188], [0.460, 0.651, -0.812], [-0.170, 0.537, -1.077], [-4.289, 0.324, 4.845]], "lowdin_charge": [0.26, 0.15, 0.01, 0.14, -0.01, 0.34, 0.14, 0.13, 0.16, 0.07, 0.24, -0.37, -0.30, -0.33, -0.27, 0.06, -0.64, 0.02, -0.11, -0.01, 0.01, 0.11, 0.07, 0.04, 0.01, 0.12, 0.14, 0.04, 0.10, 0.06, -0.60, 0.00, -0.22, -0.06, 0.05, 0.16, 0.13, 0.18, -0.03, 0.08, 0.11, 0.07, 0.07, 0.05, -0.42, 0.00, -0.26, -0.05, -0.02, 0.09, 0.08, 0.04, 0.08, 0.16, 0.05, 0.07, 0.17, 0.14, -0.53, -0.03, -0.20, -0.05, 0.04, 0.12, 0.11, 0.11, 0.06, 0.05, 0.03, 0.16, -0.01, -0.01, -0.41, -0.01, -0.21, -0.05, 0.03, 0.20, 0.07, 0.05, 0.10, 0.04, 0.09, 0.07, 0.06, 0.01, -0.46, -0.03, -0.28, -0.09, -0.02, 0.17, 0.10, 0.11, 0.06, 0.11, 0.08, -0.05, -0.05, -0.06, -0.37, -0.12, -0.05, 0.10, 0.05, 0.13, 0.08, 0.14, 0.11, 0.00, -0.33, -0.07, -0.05, 0.03, 0.03, 0.10, 0.10, 0.08, 0.09, -0.05, -0.25, -0.09, -0.06, 0.12, 0.05, 0.06, 0.12, 0.09, -0.09], "max_force_ev_per_a": 10.42, "lumo_ev": -0.5, "gap_ha": 0.249, "charge": 0, "e_homo_ev": -7.316}